Entry from the OMol25 dataset: a molecular structure, C27H28N2SiV at a distorted geometry (wB97M-V/def2-TZVPD).

Summary:
- LUMO energy (spin up / spin down) (eV) = 0.10 / 0.25
- energy above the lowest of the compared OMol25 structures with the same formula, charge and spin (kJ/mol) = 0.0
- Kohn-Sham gap (spin up / spin down) (eV) = 5.2 / 8.4
- total energy (eV) = -64997.613
- molar mass (g mol⁻¹) = 459.56

ORCA input file:
```
! RIJCOSX wB97M-V def2-TZVPD def2/J DEFGRID3
* xyz 0 4
C 0.744 2.280 3.548
C 1.149 2.665 2.244
C -0.011 2.879 1.472
H 2.166 2.773 1.902
C -1.137 2.622 2.286
C -0.666 2.250 3.572
H -1.279 1.995 4.421
H 1.398 2.051 4.374
H -0.036 3.147 0.429
H -2.168 2.687 1.979
V 0.032 0.666 2.077
C -0.341 0.087 0.036
H -1.280 0.540 -0.299
H -0.409 -0.979 -0.211
H 0.447 0.495 -0.607
Si -0.524 -1.375 -4.039
C 1.271 -1.140 -4.513
C 1.924 0.069 -4.260
H 1.381 0.890 -3.808
C 3.260 0.242 -4.590
H 3.748 1.186 -4.388
C 3.969 -0.794 -5.184
H 5.010 -0.660 -5.444
C 3.336 -2.001 -5.447
H 3.882 -2.809 -5.914
C 1.999 -2.169 -5.115
H 1.516 -3.114 -5.333
C -1.520 0.159 -4.439
C -1.325 0.844 -5.642
H -0.571 0.501 -6.341
C -2.072 1.969 -5.952
H -1.906 2.487 -6.888
C -3.032 2.433 -5.062
H -3.615 3.313 -5.303
C -3.237 1.769 -3.862
H -3.980 2.130 -3.163
C -2.487 0.643 -3.555
H -2.653 0.139 -2.610
H -0.677 -1.646 -2.584
H -1.034 -2.567 -4.770
N 1.621 -0.332 2.996
C 1.229 -0.997 4.172
C 2.144 -1.566 5.068
C 1.669 -2.253 6.194
C 0.287 -2.387 6.410
C -0.622 -1.817 5.500
C -2.010 -1.920 5.652
C -2.857 -1.322 4.707
C -2.307 -0.608 3.630
N -0.955 -0.508 3.511
C -0.127 -1.107 4.395
H 2.469 0.236 3.133
H 1.984 -1.015 2.316
H 3.209 -1.480 4.893
H 2.372 -2.690 6.892
H -0.065 -2.929 7.279
H -2.433 -2.457 6.493
H -3.930 -1.396 4.820
H -2.951 -0.112 2.918
*
```